(1)
Here is a structure of composition CH2F3P in a non-equilibrium geometry from the OMol25 dataset. Energies are from ωB97M-V with the def2-TZVPD basis set.

Each line ends with the natural charge from an NBO analysis.
Positions of all 7 atoms, in Å:
C: 0.3875 0.3732 -0.2461  -0.383
F: 0.7468 1.2591 0.7367  -0.338
F: 0.3110 -2.2339 0.0288  -0.599
F: -1.7550 1.2179 0.5440  -0.564
P: -1.1666 0.5146 -0.7895  1.086
H: 0.0851 -1.3161 0.6018  0.550
H: 1.3913 0.1852 -0.8757  0.249

Calculated values
HOMO level	-10.2	eV
orbital gap	9.174	eV

(2)
Here is a structure of composition CH2FOPS in a non-equilibrium geometry from the OMol25 dataset. Energies are from ωB97M-V with the def2-TZVPD basis set.

Each line ends with the natural charge from an NBO analysis.
Positions of all 7 atoms, in Å:
C: 1.2427 0.3587 -0.2583  -0.978
O: -1.3277 0.6107 -0.6035  -0.928
F: -1.6284 -1.8129 0.8833  -0.452
P: 0.0266 0.7502 -1.3192  1.154
S: -1.7011 -0.2483 1.4076  0.770
H: 2.1588 0.4131 -0.7597  0.217
H: 1.2292 -0.0716 0.6500  0.217

Calculated values
HOMO level (alpha / beta)	-9.2 / -9.2	eV
orbital gap (alpha / beta)	6.488 / 6.436	eV

(3)
Here is a structure of composition CH2FPSi in a non-equilibrium geometry from the OMol25 dataset. Energies are from ωB97M-V with the def2-TZVPD basis set.

Each line ends with the natural charge from an NBO analysis.
Positions of all 6 atoms, in Å:
C: 1.3673 0.0737 -0.4773  0.059
F: 1.7442 1.1840 0.2739  -0.362
Si: -0.8245 -0.4688 0.1776  0.506
P: -3.0966 -0.8964 -0.1127  -0.170
H: -0.8059 -0.1971 1.6610  -0.171
H: 1.6156 0.3046 -1.5225  0.138

Calculated values
HOMO level (alpha / beta)	-8.7 / -8.2	eV
orbital gap (alpha / beta)	6.994 / 6.532	eV

(4)
Here is a structure of composition CH2I2O2 in a non-equilibrium geometry from the OMol25 dataset. Energies are from ωB97M-V with the def2-TZVPD basis set.

Each line ends with the natural charge from an NBO analysis.
Positions of all 7 atoms, in Å:
C: 2.6865 -0.0098 -1.0106  0.304
O: 0.3716 0.3932 -0.0355  -0.953
O: 2.4163 0.0329 -2.1508  -0.506
I: 2.9195 1.8330 0.1655  0.070
I: 3.2038 -1.7853 0.1346  0.114
H: -0.1220 -0.3333 0.2666  0.480
H: 0.3098 1.1476 0.6111  0.491

Calculated values
HOMO level	-9.6	eV
orbital gap	8.553	eV

(5)
Here is a structure of composition CH2I2S in a non-equilibrium geometry from the OMol25 dataset. Energies are from ωB97M-V with the def2-TZVPD basis set.

Each line ends with the natural charge from an NBO analysis.
Positions of all 6 atoms, in Å:
C: 0.3054 -0.0105 -0.3149  -0.598
S: -1.3271 0.7795 0.0579  0.003
I: 0.8648 -1.4788 1.2128  0.122
I: 1.7508 1.6161 -0.4468  0.160
H: 0.3721 -0.5608 -1.1507  0.165
H: -1.9661 -0.3453 0.6416  0.148

Calculated values
HOMO level	-9.5	eV
orbital gap	8.970	eV

(6)
Here is a structure of composition CH2I3P in a non-equilibrium geometry from the OMol25 dataset. Energies are from ωB97M-V with the def2-TZVPD basis set.

Each line ends with the natural charge from an NBO analysis.
Positions of all 7 atoms, in Å:
C: -0.4862 -0.3747 -0.0717  -0.945
P: 1.2879 0.0745 0.1996  0.373
I: -0.2544 -2.2540 -1.2267  0.196
I: -1.2845 -0.9376 1.8347  0.236
I: -1.8048 1.3231 -0.8396  0.183
H: 0.8334 0.9409 1.1247  -0.053
H: 1.7086 1.2278 -1.0210  0.010

Calculated values
HOMO level	-9.3	eV
orbital gap	7.908	eV

Result set for E_tot: -680.1788; -953.8087; -769.7762; -785.1495; -1032.8439; -1273.6491 hartree, one per record in the order listed.